Entry A
Here is C21H28N4O2 as an isolated structure from the OMol25 dataset. Energies are from ωB97M-V/def2-TZVPD.

The geometry in XYZ format:
```
55
C21H28N4O2 | the OMol25 dataset | ωB97M-V/def2-TZVPD
C -6.89 -3.21 0.23
C -5.73 -2.17 -0.04
C -4.62 -2.04 0.78
C -3.74 -1.20 0.62
C -3.87 -0.40 -0.53
C -5.06 -0.34 -1.16
C -6.07 -1.34 -0.88
H -6.86 -1.20 -1.82
H -5.17 0.51 -2.09
C -2.79 0.73 -0.54
N -2.19 1.25 0.56
N -1.25 2.02 0.38
C -0.73 2.44 -0.76
O 0.22 3.48 -0.57
C -1.55 2.31 -1.95
C -2.62 1.39 -1.64
H -3.08 1.02 -2.60
H -1.31 2.79 -2.64
C -0.33 2.24 1.67
H -0.24 3.24 1.95
H -1.13 1.78 2.45
C 0.75 1.41 1.91
O 0.96 0.40 2.45
N 1.78 1.91 1.19
H 1.60 2.81 0.17
C 3.17 1.19 0.77
H 3.30 0.37 1.66
C 3.01 0.41 -0.49
N 3.98 -0.71 -0.56
C 5.35 -0.07 -0.93
C 6.28 -0.93 -1.67
C 6.49 -2.19 -0.75
C 5.22 -2.73 -0.19
H 4.68 -3.34 -1.10
H 5.31 -3.61 0.55
C 4.29 -1.49 0.41
C 2.97 -2.33 0.64
H 3.16 -3.18 1.71
H 2.30 -1.61 1.40
H 2.27 -2.56 0.04
H 4.83 -1.33 1.42
H 7.02 -2.86 -0.83
H 6.94 -1.82 0.29
H 5.77 -1.59 -2.50
H 7.10 -0.48 -1.95
H 5.26 0.70 -1.73
H 5.87 0.31 -0.07
H 3.03 0.73 -1.32
H 2.07 -0.22 -0.48
H 3.75 1.97 0.70
H -2.91 -1.10 1.25
H -4.66 -2.82 1.54
H -7.55 -3.03 -0.68
H -6.44 -4.29 0.14
H -7.25 -3.21 1.27
```

Calculated values
highest occupied orbital energy = -0.3041 Eh
Kohn-Sham gap = 7.5 eV

Entry B
Here is one molecule with the formula C21H28N4O2 from the OMol25 dataset. Energies are from ωB97M-V/def2-TZVPD.

The geometry in XYZ format:
```
55
C21H28N4O2 | the OMol25 dataset | ωB97M-V/def2-TZVPD
C -5.35 -2.02 -0.61
C -4.74 -0.72 -0.19
C -5.52 0.43 -0.14
C -4.99 1.64 0.26
C -3.65 1.71 0.61
C -2.86 0.57 0.56
C -3.39 -0.66 0.16
C -2.55 -1.90 0.10
H -1.54 -1.70 0.42
H -2.97 -2.67 0.74
H -2.53 -2.29 -0.92
N -1.50 0.71 0.90
C -0.63 1.63 0.43
C 0.57 1.42 1.07
C 0.33 0.34 1.94
N -0.91 -0.08 1.82
H 1.00 -0.14 2.62
C 1.83 2.16 0.75
N 2.73 1.22 0.08
C 4.06 1.40 0.03
O 4.63 2.42 0.37
C 4.80 0.18 -0.53
C 4.50 -1.10 0.25
N 3.13 -1.52 0.07
C 2.85 -2.37 -1.08
H 3.62 -3.15 -1.20
H 2.81 -1.77 -1.98
C 1.50 -2.99 -0.71
H 0.68 -2.36 -1.08
H 1.38 -3.99 -1.12
C 1.53 -2.97 0.83
H 0.68 -2.43 1.24
H 1.56 -3.98 1.26
O 2.74 -2.34 1.20
H 5.21 -1.89 -0.05
H 4.63 -0.92 1.32
H 5.87 0.39 -0.48
H 4.52 0.05 -1.58
H 2.40 0.27 -0.04
H 2.33 2.52 1.65
C 1.51 3.35 -0.16
H 2.44 3.71 -0.60
C 0.51 2.97 -1.26
H 0.40 3.80 -1.96
H 0.90 2.11 -1.81
C -0.85 2.63 -0.65
H -1.54 2.23 -1.41
H -1.30 3.54 -0.24
H 1.09 4.15 0.45
H -3.22 2.64 0.94
H -5.60 2.52 0.30
H -6.57 0.37 -0.41
H -4.84 -2.42 -1.49
H -6.40 -1.89 -0.85
H -5.26 -2.76 0.18
```

Calculated values
highest occupied orbital energy = -0.3181 Eh
Kohn-Sham gap = 9.4 eV
structure (SMILES) = Cc1cccc(-n2ncc3c2CCC[C@@H]3NC(=O)CCN2CCCO2)c1C

Tell me which of them is the least stable. Sure, it is entry A.

Entry A
Here is CH2ClNOS2 as an isolated structure from the OMol25 dataset. Energies are from ωB97M-V/def2-TZVPD.

The geometry in XYZ format:
```
8
CH2ClNOS2 | the OMol25 dataset | ωB97M-V/def2-TZVPD
C 0.23 -0.96 -1.25
N -0.26 -0.64 0.04
O 0.96 -1.86 -1.54
S 0.07 2.23 0.68
S -1.22 0.51 0.56
Cl 0.90 -1.70 1.55
H 0.03 -0.14 -1.95
H -0.71 2.57 1.90
```

Calculated values
highest occupied orbital energy = -0.3558 Eh
Kohn-Sham gap = 7.5 eV

Entry B
Here is a 2-piece molecular cluster, CH2ClNOS2 overall from the OMol25 dataset. Energies are from ωB97M-V/def2-TZVPD.

The geometry in XYZ format:
```
8
CH2ClNOS2 | the OMol25 dataset | ωB97M-V/def2-TZVPD
C -1.52 0.35 -1.13
N -1.91 -0.92 -0.87
O -1.50 1.01 -2.10
S -1.12 1.20 0.48
S -2.25 -1.81 0.37
Cl 1.15 -1.47 -0.19
H -1.60 2.29 -0.11
H 0.47 -2.20 -1.02
```

Calculated values
highest occupied orbital energy (alpha / beta) = -0.3482 / -0.3485 Eh
Kohn-Sham gap (alpha / beta) = 6.9 / 6.9 eV
structure (SMILES) = O=C(S)N=S.Cl

Tell me which of them is the least stable. Sure, it is entry A.

Entry A
Here is a 2-piece molecular cluster, C3H5OP overall from the OMol25 dataset. Energies are from ωB97M-V/def2-TZVPD.

The geometry in XYZ format:
```
10
C3H5OP | the OMol25 dataset | ωB97M-V/def2-TZVPD
C -3.37 -0.01 -0.63
C -0.13 -0.65 -0.61
C -0.02 -0.85 0.91
O -0.29 -1.50 -1.45
P -3.54 0.22 0.91
H -0.12 0.48 -0.70
H -0.63 -1.61 1.15
H -0.30 0.08 1.48
H 0.93 -1.23 1.35
H -3.33 -0.03 -1.70
```

Calculated values
highest occupied orbital energy = -0.3639 Eh
Kohn-Sham gap = 10.2 eV
structure (SMILES) = CC=O.C#P

Entry B
Here is C3H5OP as an isolated structure from the OMol25 dataset. Energies are from ωB97M-V/def2-TZVPD.

The geometry in XYZ format:
```
10
C3H5OP | the OMol25 dataset | ωB97M-V/def2-TZVPD
C -0.47 0.09 -2.54
C -0.76 0.02 -1.32
C 1.30 -0.09 1.27
O -1.70 1.08 1.00
P -0.96 -0.01 0.41
H -0.31 0.13 -3.61
H 1.78 -0.92 0.84
H 1.51 0.91 0.66
H 1.05 0.01 2.40
H -1.46 -1.20 0.91
```

Calculated values
highest occupied orbital energy = -0.3350 Eh
Kohn-Sham gap = 9.3 eV

Tell me which of them is the least stable. Sure, it is entry B.

Entry A
Here is a 2-piece molecular cluster, C2Br2O2 overall from the OMol25 dataset. Energies are from ωB97M-V/def2-TZVPD.

The geometry in XYZ format:
```
6
C2Br2O2 | the OMol25 dataset | ωB97M-V/def2-TZVPD
C 1.57 -0.16 -0.28
C -1.66 0.28 0.15
O 2.52 -0.13 0.36
O -2.42 0.02 0.96
Br 0.72 -1.83 -0.74
Br -0.73 1.83 -0.45
```

Calculated values
highest occupied orbital energy (alpha / beta) = -0.3212 / -0.3385 Eh
Kohn-Sham gap (alpha / beta) = 7.0 / 8.0 eV

Entry B
Here is a 2-piece molecular cluster, C2Br2O2 overall from the OMol25 dataset. Energies are from ωB97M-V/def2-TZVPD.

The geometry in XYZ format:
```
6
C2Br2O2 | the OMol25 dataset | ωB97M-V/def2-TZVPD
C -1.18 0.10 0.28
C 2.80 0.47 -0.83
O -0.19 0.63 0.53
O 2.51 -0.25 -0.04
Br -2.82 0.93 -0.09
Br -1.12 -1.87 0.15
```

Calculated values
highest occupied orbital energy = -0.3996 Eh
Kohn-Sham gap = 10.6 eV

Tell me which of them is the least stable. Sure, it is entry A.